--- P ---
DFT (the ωB97M-V functional and the def2-TZVPD basis) results for a cluster of 3 separate species, C3H10O3S in total.

Geometry as XYZ:
```
17
Properties=species:S:1:pos:R:3:lowdin_charge:R:1
O -2.021 -1.889 4.299 -0.060
H -1.949 0.538 -1.569 0.118
C -0.136 0.011 -0.461 -0.236
H -0.748 -0.232 0.402 0.111
H 2.782 -1.745 -0.849 -0.150
O 1.457 3.391 0.050 -0.063
S 1.708 -2.011 -0.108 0.722
C -0.919 0.841 -1.446 -0.262
H -2.546 -2.356 3.641 0.029
H -1.719 -1.094 3.841 0.031
C 0.438 -1.238 -1.131 -0.578
H 2.161 3.418 -0.612 0.041
H 0.773 2.870 -0.386 -0.010
O -0.475 1.807 -2.014 0.061
H 0.767 -0.920 -2.119 0.084
H 0.726 0.615 -0.179 0.095
H -0.298 -2.006 -1.359 0.065
```

Computed properties:
Orbital gap = 9.8 eV
Total charge = 0
SMILES = O=CCCS.O.O

---

--- Q ---
DFT (the ωB97M-V functional and the def2-TZVPD basis) results for a cluster of 3 separate species, C3H10O3S in total.

Geometry as XYZ:
```
17
Properties=species:S:1:pos:R:3:lowdin_charge:R:1
H 0.223 1.990 0.723 0.108
O 4.445 -4.462 -1.279 -0.057
H -4.336 1.954 -0.972 0.037
H -0.641 -0.081 -0.788 0.071
H -0.010 -1.022 0.481 0.072
C 0.077 -0.031 0.029 -0.573
H 3.786 -4.648 -1.949 0.028
O -4.119 2.327 -0.111 -0.069
H -3.639 1.605 0.323 -0.023
O -2.446 0.332 1.053 0.031
H 5.315 -4.745 -1.566 0.029
H 0.293 0.804 2.029 0.124
C -0.174 1.037 1.079 -0.224
H -2.039 2.145 1.762 0.132
H 2.289 0.963 0.116 -0.156
S 1.727 0.098 -0.738 0.700
C -1.651 1.200 1.351 -0.231
```

Computed properties:
Orbital gap = 10.0 eV
Total charge = 0
SMILES = O=CCCS.O.O

---

Most stable pick: Q. Distance to second place: 1.4 kcal/mol.

---

--- P ---
DFT (the ωB97M-V functional and the def2-TZVPD basis) results for a structure of composition C2H8N5.

Geometry as XYZ:
```
15
Properties=species:S:1:pos:R:3:lowdin_charge:R:1
H -1.126 1.216 0.190 0.136
H 0.409 1.192 0.642 0.184
H -1.656 0.742 2.411 0.108
C -0.280 -0.461 -0.355 -0.244
N 1.500 -0.137 -1.948 0.062
N -0.449 0.621 0.608 0.007
N 0.542 0.569 -2.444 -0.086
H -1.154 -0.931 1.898 0.120
N -0.538 0.647 -1.951 0.129
N 1.021 -0.809 -0.615 0.064
H -1.068 -1.265 -0.199 0.170
H 2.422 0.021 -2.041 0.096
H 0.155 0.216 2.543 0.106
H 1.030 -1.776 -0.767 0.103
C -0.809 0.156 2.028 0.045
```

Computed properties:
Orbital gap = 10.7 eV
Total charge = +1

---

--- Q ---
DFT (the ωB97M-V functional and the def2-TZVPD basis) results for a cluster of 2 separate species, C2H8N5 in total.

Geometry as XYZ:
```
15
Properties=species:S:1:pos:R:3:lowdin_charge:R:1
H -1.235 -2.322 1.448 0.183
N -0.991 -1.302 1.738 0.199
N 0.665 -0.232 -0.024 0.036
H -0.277 -0.805 1.010 0.067
H 2.379 -1.363 -0.109 0.135
N 2.430 0.315 -1.300 -0.041
H -0.741 1.953 -2.086 0.122
C -0.903 1.417 -1.076 -0.050
H -0.509 -1.243 2.649 0.135
C 0.333 0.729 -0.768 -0.287
N 1.648 1.140 -1.710 0.135
H -1.771 0.708 -0.983 0.094
H -1.093 2.277 -0.335 0.116
N 1.972 -0.501 -0.333 -0.003
H -1.904 -0.770 1.879 0.160
```

Computed properties:
Orbital gap = 10.2 eV
Total charge = +1

---

Most stable pick: Q. Distance to second place: 40.8 kcal/mol.